{"formula": "C14H12CdO10", "method": "ωB97M-V with the def2-TZVPD basis set", "species": ["Cd", "C", "C", "C", "O", "C", "C", "C", "O", "O", "O", "H", "H", "C", "C", "C", "O", "C", "C", "C", "O", "O", "O", "H", "H", "C", "O", "H", "H", "H", "H", "C", "O", "H", "H", "H", "H"], "positions_angstrom": [[-0.256, -0.697, -0.517], [-1.272, -2.955, 3.057], [-0.679, -4.040, 3.653], [0.746, -4.443, 3.141], [1.366, -5.323, 3.806], [1.303, -3.764, 2.052], [0.521, -2.913, 1.319], [-0.796, -2.422, 1.884], [-1.336, -1.407, 1.223], [0.848, -2.463, 0.203], [-1.074, -4.611, 4.665], [-2.212, -2.583, 3.502], [2.288, -4.032, 1.728], [1.314, 2.353, -2.911], [0.573, 1.374, -2.312], [-0.453, 0.533, -3.113], [-0.988, -0.444, -2.506], [-0.858, 0.892, -4.389], [-0.278, 2.046, -4.976], [0.864, 2.801, -4.217], [1.370, 3.749, -4.782], [-0.514, 2.442, -6.116], [0.540, 1.090, -1.029], [2.041, 2.880, -2.303], [-1.631, 0.387, -4.977], [-2.128, 2.498, 0.323], [-2.195, 1.566, 1.439], [-1.059, 2.705, 0.190], [-2.491, 2.042, -0.618], [-2.721, 3.372, 0.639], [-2.201, 0.636, 1.141], [1.830, 1.438, 2.202], [2.561, 1.308, 0.961], [0.765, 1.456, 1.934], [2.152, 0.603, 2.775], [2.103, 2.339, 2.707], [1.961, 1.587, 0.221]], "energy_ha": -1460.8974, "orbital_gap_ha": 0.2743, "homo_ev": -2.568, "total_charge": -2}



{"formula": "C14H12ClN3O3", "method": "ωB97M-V with the def2-TZVPD basis set", "species": ["N", "C", "N", "O", "C", "O", "C", "O", "C", "C", "C", "C", "Cl", "C", "C", "C", "C", "C", "C", "N", "C", "H", "H", "H", "H", "H", "H", "H", "H", "H", "H", "H", "H"], "positions_angstrom": [[2.476, 1.188, 1.299], [2.579, 0.287, 0.295], [1.671, -0.184, -0.474], [0.320, 0.191, -0.416], [-0.117, 1.423, -0.306], [0.544, 2.425, -0.148], [-1.638, 1.458, -0.448], [-2.186, 0.332, 0.188], [-3.526, 0.109, 0.084], [-4.429, 0.950, -0.556], [-5.775, 0.624, -0.592], [-6.221, -0.538, 0.010], [-7.902, -0.939, -0.036], [-5.329, -1.385, 0.653], [-3.990, -1.061, 0.688], [3.902, -0.337, 0.077], [4.007, -1.673, -0.307], [5.263, -2.220, -0.494], [6.373, -1.411, -0.288], [6.284, -0.138, 0.055], [5.085, 0.385, 0.226], [3.326, 1.480, 1.753], [1.737, 1.879, 1.251], [-1.867, 1.460, -1.524], [-1.996, 2.396, -0.003], [-4.105, 1.864, -1.028], [-6.474, 1.278, -1.088], [-5.684, -2.290, 1.120], [-3.276, -1.701, 1.179], [3.107, -2.250, -0.446], [5.382, -3.251, -0.789], [7.378, -1.792, -0.406], [5.080, 1.440, 0.473]], "energy_ha": -1390.8272, "smiles": "N/C(=N\\OC(=O)COc1ccc(Cl)cc1)c1cccnc1", "orbital_gap_ha": 0.3406, "homo_ev": -8.691}



{"formula": "C14H12F3N3O4S3", "method": "ωB97M-V with the def2-TZVPD basis set", "species": ["F", "C", "F", "F", "S", "N", "S", "C", "C", "C", "C", "C", "C", "O", "O", "S", "C", "C", "C", "C", "C", "C", "O", "O", "H", "H", "H", "H", "H", "H", "H", "H", "H", "H", "C", "N", "N", "H", "H"], "positions_angstrom": [[1.956, -2.654, 0.897], [0.869, -1.857, 1.157], [-0.155, -2.668, 1.565], [1.186, -1.030, 2.192], [0.522, -0.980, -0.332], [-0.408, 0.698, -0.381], [-1.846, 0.765, -1.455], [-3.008, -0.318, -0.649], [-4.273, -0.373, -1.256], [-5.281, -1.114, -0.640], [-5.034, -1.757, 0.586], [-3.757, -1.736, 1.151], [-2.727, -1.065, 0.486], [-2.242, 2.143, -1.370], [-1.313, 0.165, -2.647], [1.636, 1.931, -1.455], [3.027, 1.002, -0.735], [3.396, 1.210, 0.592], [4.390, 0.402, 1.150], [5.030, -0.568, 0.382], [4.638, -0.754, -0.945], [3.636, 0.026, -1.519], [1.732, 1.940, -2.896], [1.460, 3.158, -0.679], [-4.450, 0.183, -2.178], [-6.253, -1.198, -1.130], [-5.828, -2.335, 1.060], [-3.561, -2.237, 2.102], [-1.709, -1.094, 0.868], [2.911, 1.984, 1.186], [4.662, 0.537, 2.196], [5.825, -1.183, 0.814], [5.119, -1.514, -1.550], [3.317, -0.126, -2.551], [-0.374, 0.876, 0.911], [-1.095, 3.285, 1.371], [-1.293, 4.202, 0.773], [0.537, 1.272, 1.348], [-1.242, 0.782, 1.582]], "energy_ha": -2499.8413, "orbital_gap_ha": 0.1689, "homo_ev": -6.694}



{"formula": "C14H12LaN4O7", "method": "ωB97M-V with the def2-TZVPD basis set", "species": ["C", "C", "C", "C", "C", "La", "C", "C", "C", "N", "H", "H", "H", "H", "H", "H", "H", "H", "H", "H", "O", "N", "O", "C", "C", "C", "C", "O", "C", "C", "N", "O", "O", "N", "O", "O", "H", "H"], "positions_angstrom": [[-0.613, 1.513, -3.605], [-0.032, 0.223, -3.786], [1.235, 0.212, -3.127], [1.428, 1.493, -2.527], [0.283, 2.294, -2.814], [-0.628, 0.412, -1.028], [-2.991, -0.772, -1.753], [-3.451, 0.587, -1.537], [-4.593, 1.107, -2.150], [-2.657, 1.437, -0.787], [1.980, -0.584, -3.189], [-0.434, -0.570, -4.416], [2.343, 1.841, -2.043], [0.148, 3.342, -2.545], [-1.533, 1.869, -4.066], [-3.093, -1.187, -2.753], [-3.077, 2.341, -0.554], [-2.774, -1.446, -0.912], [-5.115, 0.497, -2.878], [-4.843, 2.150, -1.995], [3.798, -2.201, 5.197], [3.634, -1.125, 4.587], [4.326, -0.104, 4.793], [2.590, -1.045, 3.599], [1.781, -2.162, 3.352], [0.745, -2.081, 2.430], [0.477, -0.833, 1.787], [-0.488, -0.758, 0.943], [1.324, 0.315, 2.063], [2.398, 0.171, 2.937], [1.221, 1.605, 1.411], [2.117, 2.435, 1.594], [0.184, 1.920, 0.683], [-0.040, -3.274, 2.107], [0.191, -4.306, 2.784], [-0.890, -3.241, 1.189], [1.982, -3.077, 3.893], [3.065, 1.004, 3.113]], "energy_ha": -1317.7791, "orbital_gap_ha": [0.2954, 0.1641], "homo_ev": [-5.958, -3.415], "total_charge": -1}



{"formula": "C14H12N2O", "method": "ωB97M-V with the def2-TZVPD basis set", "species": ["O", "N", "N", "C", "C", "C", "C", "C", "C", "C", "C", "C", "C", "C", "C", "C", "C", "H", "H", "H", "H", "H", "H", "H", "H", "H", "H", "H", "H"], "positions_angstrom": [[2.947, 1.486, 0.473], [1.857, 0.919, 0.496], [1.176, 1.189, 1.569], [-0.110, 0.778, 1.626], [-0.478, -0.019, 2.699], [-1.784, -0.463, 2.843], [-2.777, -0.123, 1.918], [-2.449, 0.723, 0.821], [-1.121, 1.145, 0.666], [-0.747, 2.011, -0.528], [-0.264, 1.197, -1.725], [0.613, -0.054, -1.433], [0.435, -1.135, -2.299], [1.208, -2.278, -2.167], [2.166, -2.354, -1.170], [2.334, -1.309, -0.254], [1.614, -0.112, -0.408], [0.218, -0.294, 3.478], [-2.059, -1.093, 3.682], [-3.817, -0.452, 2.041], [-3.202, 0.986, 0.056], [-1.605, 2.578, -0.827], [0.013, 2.757, -0.252], [0.279, 1.864, -2.426], [-1.118, 0.844, -2.310], [-0.270, -1.038, -3.115], [1.047, -3.098, -2.871], [2.838, -3.205, -1.133], [3.056, -1.448, 0.552]], "energy_ha": -725.3326, "smiles": "[O-]/[N+]1=N/c2ccccc2CCc2ccccc21", "orbital_gap_ha": 0.3101, "homo_ev": -8.452}



{"formula": "C14H12N2O5S3Tl", "method": "ωB97M-V with the def2-TZVPD basis set", "species": ["Tl", "O", "C", "O", "C", "C", "C", "C", "C", "N", "C", "O", "O", "H", "H", "H", "H", "H", "O", "C", "C", "C", "C", "C", "C", "N", "H", "H", "H", "H", "H", "H", "H", "S", "C", "S", "S"], "positions_angstrom": [[0.646, -1.439, -0.055], [1.878, 3.018, 1.798], [1.350, 1.836, 1.474], [1.548, 1.269, 0.431], [0.481, 1.293, 2.575], [0.385, 1.932, 3.803], [-0.422, 1.362, 4.770], [-1.106, 0.197, 4.469], [-0.956, -0.362, 3.206], [-0.165, 0.173, 2.283], [-1.702, -1.602, 2.751], [-2.397, -2.289, 3.656], [-1.661, -1.989, 1.616], [2.433, 3.312, 1.063], [0.924, 2.850, 3.986], [-0.524, 1.820, 5.744], [-1.746, -0.244, 5.222], [-2.330, -1.925, 4.544], [-1.591, -0.200, -0.731], [-1.876, 0.237, -2.053], [-0.586, 0.504, -2.791], [-0.568, 1.368, -3.877], [0.623, 1.569, -4.549], [1.765, 0.908, -4.117], [1.658, 0.068, -3.027], [0.506, -0.134, -2.379], [-2.302, -0.756, -0.394], [-2.463, 1.154, -2.022], [-2.454, -0.512, -2.600], [-1.475, 1.878, -4.184], [0.664, 2.237, -5.401], [2.716, 1.040, -4.616], [2.522, -0.478, -2.655], [2.425, -5.569, -2.649], [1.288, -4.442, -2.022], [-0.211, -3.930, -2.188], [2.724, -4.155, -1.083]], "energy_ha": -2393.2868, "orbital_gap_ha": 0.2996, "homo_ev": -11.367, "total_charge": 1}



{"formula": "C14H12N3O2V", "method": "ωB97M-V with the def2-TZVPD basis set", "species": ["V", "N", "C", "C", "O", "O", "H", "H", "H", "H", "C", "C", "N", "C", "C", "C", "C", "C", "C", "C", "C", "C", "N", "C", "H", "H", "H", "H", "H", "H", "H", "H"], "positions_angstrom": [[0.925, 1.069, -0.959], [2.487, 1.413, 0.525], [3.189, 2.725, 0.517], [2.608, 3.765, -0.387], [2.591, 4.838, -0.713], [1.322, 2.576, -1.332], [2.086, 1.250, 1.451], [3.202, 0.689, 0.433], [4.223, 2.606, 0.174], [3.221, 3.178, 1.512], [-3.115, 1.821, 0.096], [-1.776, 2.061, -0.173], [-0.883, 1.055, -0.239], [-1.305, -0.245, -0.043], [-2.642, -0.555, 0.195], [-3.552, 0.525, 0.276], [-3.027, -1.925, 0.362], [-2.108, -2.915, 0.268], [-0.734, -2.615, -0.005], [0.264, -3.609, -0.136], [1.563, -3.254, -0.426], [1.875, -1.910, -0.593], [0.964, -0.933, -0.464], [-0.335, -1.288, -0.157], [-3.798, 2.659, 0.148], [-1.402, 3.061, -0.346], [-4.600, 0.327, 0.471], [-4.066, -2.152, 0.561], [-2.398, -3.951, 0.391], [-0.002, -4.654, -0.017], [2.340, -3.998, -0.539], [2.884, -1.611, -0.853]], "energy_ha": -1798.3873, "orbital_gap_ha": [0.2239, 0.2422], "homo_ev": [-19.086, -19.100], "total_charge": 3, "s2": 0.77, "spin_multiplicity": 2}



{"formula": "C14H12N6OS", "method": "ωB97M-V with the def2-TZVPD basis set", "species": ["C", "C", "C", "C", "C", "C", "C", "C", "C", "N", "N", "C", "O", "C", "N", "N", "N", "C", "N", "C", "S", "C", "H", "H", "H", "H", "H", "H", "H", "H", "H", "H", "H", "H"], "positions_angstrom": [[0.627, -2.795, 1.705], [-0.611, -1.960, 1.556], [-1.035, -1.117, 2.602], [-2.057, -0.222, 2.346], [-2.695, -0.165, 1.110], [-2.263, -0.949, 0.082], [-2.910, -0.727, -1.290], [-2.517, 0.625, -1.939], [-1.003, 0.787, -1.865], [-0.483, 1.785, -1.210], [0.871, 1.645, -1.148], [1.739, 2.484, -0.479], [1.392, 3.546, 0.036], [3.132, 2.021, -0.325], [4.281, 2.436, 0.295], [5.283, 1.561, 0.056], [4.781, 0.602, -0.689], [3.474, 0.854, -0.945], [2.574, 0.008, -1.605], [1.346, 0.439, -1.697], [0.091, -0.427, -2.508], [-1.240, -1.901, 0.314], [1.464, -2.117, 1.853], [0.765, -3.344, 0.776], [0.542, -3.419, 2.577], [-0.597, -1.138, 3.613], [-2.412, 0.436, 3.130], [-3.519, 0.525, 0.928], [-2.582, -1.527, -2.001], [-4.001, -0.808, -1.199], [-3.006, 1.485, -1.424], [-2.803, 0.589, -2.971], [4.328, 3.311, 0.843], [-0.958, -2.524, -0.528]], "energy_ha": -1342.6275, "smiles": "Cc1cccc(CCc2nn3c(=O)c4[nH]nnc4nc3s2)c1", "orbital_gap_ha": 0.3272, "homo_ev": -8.840}



{"formula": "C14H12O4", "method": "ωB97M-V with the def2-TZVPD basis set", "species": ["C", "C", "C", "C", "C", "C", "C", "O", "C", "O", "C", "O", "C", "C", "C", "C", "C", "O", "H", "H", "H", "H", "H", "H", "H", "H", "H", "H", "H", "H"], "positions_angstrom": [[-1.720, 1.626, 3.980], [-0.896, 0.404, 3.447], [-0.333, -0.467, 4.535], [-0.589, 0.397, 2.045], [0.332, -0.678, 1.402], [0.219, -0.280, -0.050], [-0.521, 0.888, -0.114], [-1.036, 1.295, 1.099], [-0.858, 1.473, -1.435], [-1.700, 2.323, -1.634], [-0.172, 0.805, -2.625], [-0.113, 1.400, -3.864], [0.526, 0.479, -4.665], [1.007, -0.558, -3.862], [1.811, -1.762, -4.413], [0.618, -0.301, -2.492], [0.755, -0.948, -1.168], [1.416, -1.888, -0.992], [-1.927, 2.373, 3.205], [-2.630, 1.243, 4.264], [-1.160, 2.131, 4.862], [-0.283, 0.037, 5.554], [0.572, -0.929, 4.325], [-1.161, -1.164, 4.743], [-0.064, -1.674, 1.574], [1.389, -0.488, 1.714], [0.404, 0.466, -5.738], [2.338, -1.627, -5.317], [2.605, -1.996, -3.785], [1.170, -2.583, -4.595]], "energy_ha": -841.5252, "smiles": "CC(C)=C1CC2=C(O1)C(=O)c1occ(C)c1C2=O", "orbital_gap_ha": 0.2526, "homo_ev": -8.165}



{"formula": "C14H13Br2NS2", "method": "ωB97M-V with the def2-TZVPD basis set", "species": ["S", "C", "C", "C", "C", "C", "C", "S", "C", "C", "C", "C", "C", "C", "N", "H", "H", "H", "H", "H", "H", "H", "H", "H", "Br", "C", "C", "Br", "H", "H", "H", "H"], "positions_angstrom": [[2.661, 0.083, -1.572], [2.223, 0.930, -0.032], [3.195, 1.689, 0.746], [2.751, 2.345, 1.972], [1.387, 2.246, 2.448], [0.383, 1.466, 1.695], [0.848, 0.831, 0.478], [-0.334, -0.178, -0.497], [-1.925, 0.567, 0.010], [-3.061, 0.443, -0.904], [-4.329, 1.008, -0.501], [-4.477, 1.729, 0.771], [-3.312, 1.824, 1.640], [-2.002, 1.247, 1.288], [-0.944, 1.382, 2.263], [4.004, -0.235, -1.533], [4.245, 1.743, 0.379], [3.478, 2.919, 2.598], [1.064, 2.739, 3.397], [-2.992, -0.096, -1.873], [-5.255, 0.930, -1.124], [-5.438, 2.163, 1.112], [-3.432, 2.341, 2.616], [-0.954, 0.643, 2.968], [3.354, -4.748, -3.216], [1.482, -4.295, -2.917], [1.336, -3.257, -1.835], [1.567, -4.039, -0.065], [0.963, -5.225, -2.694], [1.129, -3.905, -3.871], [0.327, -2.845, -1.831], [2.055, -2.445, -1.916]], "energy_ha": -6540.3825, "smiles": "Sc1cccc2c1Sc1ccccc1N2.BrCCBr", "orbital_gap_ha": 0.3137, "homo_ev": -8.021}



{"formula": "C14H13BrN2S", "method": "ωB97M-V with the def2-TZVPD basis set", "species": ["C", "C", "N", "C", "C", "C", "C", "C", "C", "Br", "N", "C", "C", "C", "C", "C", "C", "S", "H", "H", "H", "H", "H", "H", "H", "H", "H", "H", "H", "H", "H"], "positions_angstrom": [[-4.148, 0.541, -2.226], [-3.495, 1.163, -0.988], [-3.459, 0.201, 0.156], [-2.172, -0.406, 0.298], [-1.957, -1.628, -0.324], [-0.708, -2.234, -0.277], [0.310, -1.646, 0.449], [0.123, -0.428, 1.100], [-1.124, 0.194, 1.000], [-1.416, 1.869, 1.846], [1.181, 0.125, 1.839], [2.430, 0.154, 1.192], [3.217, 1.305, 1.169], [4.463, 1.296, 0.562], [4.938, 0.145, -0.065], [4.140, -0.993, -0.074], [2.906, -0.996, 0.561], [1.887, -2.442, 0.643], [-3.605, 0.791, -3.133], [-4.141, -0.537, -2.135], [-5.166, 0.899, -2.348], [-3.992, 2.078, -0.685], [-2.474, 1.443, -1.249], [-3.666, 0.729, 0.994], [-2.767, -2.102, -0.845], [-0.558, -3.176, -0.777], [0.946, 1.028, 2.226], [2.843, 2.200, 1.643], [5.079, 2.180, 0.546], [5.903, 0.141, -0.538], [4.480, -1.897, -0.559]], "energy_ha": -3623.0156, "smiles": "CCNc1ccc2c(c1Br)Nc1ccccc1S2", "orbital_gap_ha": 0.3074, "homo_ev": -7.857}



{"formula": "C14H13Cl2F16NO4", "method": "ωB97M-V with the def2-TZVPD basis set", "species": ["F", "C", "F", "C", "F", "F", "C", "O", "C", "F", "F", "C", "F", "F", "H", "H", "H", "H", "F", "C", "F", "C", "F", "F", "C", "O", "C", "F", "F", "C", "F", "F", "H", "H", "H", "H", "C", "C", "Cl", "C", "Cl", "N", "C", "O", "O", "H", "H", "H", "H", "H"], "positions_angstrom": [[-0.696, -4.658, -1.530], [-1.949, -5.155, -1.490], [-2.365, -5.340, -2.764], [-2.917, -4.191, -0.800], [-3.038, -3.058, -1.525], [-4.121, -4.827, -0.835], [-2.675, -3.845, 0.680], [-2.040, -2.614, 0.995], [-0.682, -2.479, 1.110], [-0.033, -3.656, 1.085], [-0.433, -1.908, 2.313], [-0.119, -1.478, 0.100], [-0.369, -1.842, -1.176], [1.222, -1.375, 0.240], [-1.941, -6.122, -0.980], [-3.676, -3.718, 1.087], [-2.230, -4.679, 1.221], [-0.560, -0.492, 0.273], [-0.867, 1.789, 4.542], [0.041, 0.914, 4.062], [0.649, 0.325, 5.120], [1.110, 1.597, 3.203], [1.849, 2.436, 3.960], [1.926, 0.581, 2.805], [0.670, 2.304, 1.908], [0.519, 3.716, 1.914], [-0.657, 4.346, 2.235], [-1.689, 3.491, 2.378], [-0.961, 5.165, 1.203], [-0.502, 5.258, 3.457], [-0.101, 4.559, 4.534], [-1.703, 5.819, 3.731], [-0.472, 0.142, 3.485], [1.500, 2.145, 1.223], [-0.191, 1.812, 1.456], [0.226, 6.042, 3.245], [1.238, 0.268, -5.552], [2.411, -0.099, -4.735], [3.740, -0.687, -5.657], [2.476, -0.030, -3.410], [3.884, -0.521, -2.534], [1.365, 0.459, -2.675], [1.664, 1.666, -2.004], [1.585, 1.793, -0.797], [1.968, 2.687, -2.851], [0.700, -0.635, -5.796], [0.575, 0.925, -5.022], [1.582, 0.715, -6.465], [1.172, -0.199, -1.933], [2.917, 2.654, -3.037]], "energy_ha": -3415.2423, "smiles": "FC(F)C(F)(F)COC(F)(F)C(F)F.FC(F)C(F)(F)COC(F)(F)C(F)F.C/C(Cl)=C(/Cl)NC(=O)O", "orbital_gap_ha": 0.3685, "homo_ev": -9.713}